A molecular structure, C21H37As3BrN4O3SY. Source: OMol25; level of theory: ωB97M-V/def2-TZVPD.

```
71
Properties=species:S:1:pos:R:3
Y -1.089 1.334 -0.065
N -0.236 3.478 1.108
C -0.231 3.217 2.558
C -1.369 2.291 2.965
O -1.532 2.052 4.157
N -2.076 1.820 1.913
C -3.113 0.809 2.199
C -2.790 -0.197 1.091
O -1.961 -1.091 1.300
O -3.077 0.202 -0.118
H 0.655 3.839 0.792
H -0.946 4.170 0.898
H -0.312 4.103 3.190
H 0.709 2.727 2.819
H -4.114 1.225 2.075
H -3.002 0.375 3.191
C 0.667 -0.266 3.426
As 0.853 -0.177 1.502
C 2.684 0.445 1.382
C 1.031 -2.110 1.264
C 1.195 -2.754 -0.115
C 1.355 -4.265 0.110
C -0.079 -2.621 -0.981
As -0.538 -0.913 -1.797
C 0.639 -0.868 -3.338
C -2.164 -1.453 -2.699
C 2.399 -2.173 -0.870
As 4.322 -2.370 -0.431
C 4.619 -4.126 -1.230
C 4.486 -2.947 1.431
H 1.511 -0.845 3.802
H -0.271 -0.765 3.660
H 0.646 0.721 3.877
H 3.363 -0.301 1.794
H 2.775 1.356 1.975
H 2.964 0.666 0.354
H 0.142 -2.514 1.751
H 1.890 -2.362 1.894
H 0.439 -4.674 0.543
H 2.174 -4.506 0.783
H 1.535 -4.782 -0.836
H -0.949 -2.900 -0.383
H -0.008 -3.325 -1.815
H 0.751 -1.886 -3.711
H 1.608 -0.447 -3.086
H 0.168 -0.247 -4.097
H -1.942 -2.311 -3.335
H -2.515 -0.620 -3.305
H -2.918 -1.701 -1.957
H 2.284 -1.091 -0.978
H 2.388 -2.560 -1.895
H 4.427 -4.059 -2.301
H 3.983 -4.895 -0.794
H 5.665 -4.392 -1.085
H 4.286 -2.131 2.123
H 5.536 -3.221 1.540
H 3.873 -3.804 1.693
S 1.251 2.308 -1.561
C -0.087 2.211 -2.575
N -1.103 2.037 -3.118
Br -6.703 3.578 -1.470
C -4.860 3.945 -1.458
C -4.374 5.134 -1.964
C -3.006 5.351 -1.933
C -2.195 4.369 -1.402
N -2.672 3.225 -0.901
C -3.987 3.007 -0.932
H -5.049 5.871 -2.378
H -2.570 6.260 -2.323
H -1.116 4.482 -1.388
H -4.321 2.058 -0.533
```

Properties
Energy above the lowest of the compared OMol25 structures with the same formula, charge and spin in kJ/mol: 91.4
Total energy in eV: -298921.292
LUMO level in eV: 0.12
Gap between HOMO and LUMO in eV: 8.697